(one)
DFT (ωB97M-V/def2-TZVPD) results for an isolated ion of composition C3H7NO2 and charge +1.

Each atom is followed by the atoms it is bonded to, with distances in Å.
Geometry (Å):
1 O -2.172 -1.418 -0.019  C2 1.177
2 C -1.565 -0.504 -0.445  O1 1.177, C3 1.551, H7 1.110
3 C -0.422 0.092 0.416  C2 1.551, C4 1.559, N6 1.407, H8 1.091
4 C 0.891 -0.485 -0.194  C3 1.559, O5 1.390, H9 1.067, H10 1.098
5 O 1.915 -0.215 0.706  C4 1.390, H11 0.968
6 N -0.537 1.494 0.461  C3 1.407, H12 1.024, H13 1.021
7 H -1.752 -0.125 -1.472  C2 1.110
8 H -0.472 -0.295 1.435  C3 1.091
9 H 1.045 -0.118 -1.184  C4 1.067
10 H 0.748 -1.560 -0.371  C4 1.098
11 H 2.694 -0.665 0.348  O5 0.968
12 H 0.296 1.973 0.814  N6 1.024
13 H -0.669 1.827 -0.495  N6 1.021

## Properties
Spin multiplicity: 2
Charge: +1
E_HOMO (spin up / spin down): -0.584 / -0.566 Ha

(two)
DFT (ωB97M-V/def2-TZVPD) results for an isolated ion of composition C3H7NO2 and charge +1.

Each atom is followed by the atoms it is bonded to, with distances in Å.
Geometry (Å):
1 C 0.821 -0.009 -0.353  C2 1.606, C4 1.496, H7 1.096, H8 1.117
2 C 0.534 -0.018 1.228  C1 1.606, O3 1.433, H9 1.058, H10 1.126
3 O 0.435 -1.368 1.698  C2 1.433, H11 0.961
4 C -0.276 -0.305 -1.326  C1 1.496, N5 1.323, O6 1.221
5 N -1.159 0.663 -1.145  C4 1.323, H12 1.040, H13 1.067
6 O -0.509 -1.066 -2.252  C4 1.221
7 H 1.652 -0.664 -0.636  C1 1.096
8 H 1.000 1.086 -0.481  C1 1.117
9 H 1.308 0.475 1.754  C2 1.058
10 H -0.382 0.601 1.446  C2 1.126
11 H -0.420 -1.416 2.136  O3 0.961
12 H -2.021 0.680 -1.726  N5 1.040
13 H -0.982 1.342 -0.342  N5 1.067

## Properties
Spin multiplicity: 2
Charge: +1
E_HOMO (spin up / spin down): -0.563 / -0.561 Ha

Which one sits at the top of the stability order? (two) does.

(one)
DFT (ωB97M-V/def2-TZVPD) results for one molecule with the formula C5H10S2.

Each atom is followed by the atoms it is bonded to, with distances in Å.
Geometry (Å):
1 C 0.939 -0.974 2.425  C2 1.493, H8 1.201, H9 1.066, H10 1.122
2 C 0.733 -0.474 1.033  C1 1.493, C3 1.298, H11 1.159
3 C -0.432 -0.154 0.558  C2 1.298, C4 1.823, H12 1.077
4 C -0.472 0.682 -1.061  C3 1.823, C5 1.500, S6 1.834, S7 1.897
5 C 0.414 -0.059 -2.017  C4 1.500, H13 1.181, H14 1.144, H15 1.102
6 S -0.079 2.453 -0.790  C4 1.834, H16 1.343
7 S -2.295 0.564 -1.570  C4 1.897, H17 1.343
8 H 1.633 -0.223 3.053  C1 1.201
9 H 0.044 -1.259 2.931  C1 1.066
10 H 1.434 -1.970 2.276  C1 1.122
11 H 1.574 0.088 0.467  C2 1.159
12 H -1.320 -0.522 1.045  C3 1.077
13 H -0.047 -0.088 -3.104  C5 1.181
14 H 1.315 0.646 -1.996  C5 1.144
15 H 0.550 -1.084 -1.636  C5 1.102
16 H -1.337 2.917 -0.714  S6 1.343
17 H -2.654 -0.542 -0.900  S7 1.343

## Properties
SMILES: C/C=C/C(C)(S)S
Charge: 0
E_HOMO: -0.331 Ha

(two)
DFT (ωB97M-V/def2-TZVPD) results for a 2-piece molecular cluster, C5H10S2 overall.

Each atom is followed by the atoms it is bonded to, with distances in Å.
Geometry (Å):
1 C -1.587 0.594 -0.258  S6 1.753, S7 1.710
2 C 1.739 0.669 1.611  C5 1.546, H8 1.209, H9 1.123, H10 1.085
3 C 1.114 0.424 -0.894  C5 1.353, H12 1.086, H13 1.129
4 C -1.591 -1.898 -1.235  S7 1.867, H14 1.164, H15 1.109, H16 1.052
5 C 1.666 -0.053 0.245  C2 1.546, C3 1.353, H17 1.133
6 S -1.897 1.827 0.948  C1 1.753, H11 1.430
7 S -1.457 -0.984 0.387  C1 1.710, C4 1.867
8 H 0.584 0.673 1.967  C2 1.209
9 H 2.227 1.679 1.646  C2 1.123
10 H 2.216 0.181 2.455  C2 1.085
11 H -2.004 3.007 0.146  S6 1.430
12 H 0.576 1.367 -0.867  C3 1.086
13 H 1.174 -0.219 -1.819  C3 1.129
14 H -1.441 -3.027 -0.997  C4 1.164
15 H -0.849 -1.471 -1.940  C4 1.109
16 H -2.558 -1.666 -1.577  C4 1.052
17 H 2.089 -1.102 0.181  C5 1.133

## Properties
Charge: 0
E_HOMO: -0.310 Ha

Which one sits at the top of the stability order? (one) does.

(one)
DFT (ωB97M-V/def2-TZVPD) results for one molecule with the formula C3H7O4P.

Each atom is followed by the atoms it is bonded to, with distances in Å.
Geometry (Å):
1 O 0.153 -2.610 0.243  P2 1.481
2 P -0.608 -1.582 -0.503  O1 1.481, C3 1.930
3 C 0.209 0.044 0.140  P2 1.930, O4 1.417, C5 1.512, C7 1.614
4 O 1.503 -0.252 0.635  C3 1.417, H9 0.960
5 C -0.736 0.529 1.217  C3 1.512, O6 1.449, H10 1.100, H11 1.157
6 O -1.861 -0.384 1.179  C5 1.449, H12 0.906
7 C 0.390 0.898 -1.218  C3 1.614, O8 1.460, H13 1.038, H14 1.110
8 O 0.857 -0.204 -2.053  C7 1.460, H15 0.965
9 H 1.315 -1.007 1.197  O4 0.960
10 H -0.410 0.254 2.231  C5 1.100
11 H -1.005 1.654 1.196  C5 1.157
12 H -2.361 -0.192 0.449  O6 0.906
13 H -0.464 1.335 -1.617  C7 1.038
14 H 1.204 1.649 -1.153  C7 1.110
15 H 1.814 -0.133 -1.943  O8 0.965

## Properties
SMILES: O=PC(O)(CO)CO
Charge: 0
E_HOMO: -0.321 Ha

(two)
DFT (ωB97M-V/def2-TZVPD) results for one molecule with the formula C3H7O4P.

Each atom is followed by the atoms it is bonded to, with distances in Å.
Geometry (Å):
1 O -3.099 0.052 0.758  C2 1.359, H9 0.987
2 C -1.891 -0.565 0.678  O1 1.359, C3 1.349, H10 1.035
3 C -0.982 0.027 -0.124  C2 1.349, O4 1.368, P5 2.106
4 O -1.256 1.206 -0.762  C3 1.368, H11 0.942
5 P 0.740 -1.009 -0.754  C3 2.106, C6 1.870, H12 1.340, H13 1.532
6 C 1.435 0.104 0.578  P5 1.870, O7 1.297, O8 1.295
7 O 1.750 1.269 0.103  C6 1.297, H14 0.962
8 O 1.460 -0.197 1.837  C6 1.295, H15 0.988
9 H -3.171 0.914 0.282  O1 0.987
10 H -1.945 -1.457 1.200  C2 1.035
11 H -0.594 1.739 -1.167  O4 0.942
12 H 0.292 -0.464 -1.894  P5 1.340
13 H 2.107 -0.897 -1.437  P5 1.532
14 H 2.153 1.677 0.875  O7 0.962
15 H 1.546 -1.181 1.845  O8 0.988

## Properties
SMILES: O/C=C(\O)[PH2]=C(O)O
Charge: 0
E_HOMO: -0.264 Ha

Which one sits at the top of the stability order? (one) does.